No. 1
Density functional theory data (wB97M-V/def2-TZVPD) for a structure of composition C17H58HgO17 at a distorted geometry.

```
! wB97M-V def2-TZVPD RIJCOSX def2/J DEFGRID3
* xyz 0 1
Hg -1.4653 2.9858 1.1317
C -1.5224 5.7878 4.2777
C -1.6681 4.8542 3.1561
O -1.8836 5.2325 1.9547
O -1.4548 3.6533 3.3886
H -2.0801 5.4808 5.1624
H -1.8316 6.8041 4.0334
H -0.4518 5.8324 4.4777
C 0.5240 -0.3648 -0.5251
C -0.0533 0.9195 -0.0556
O 0.1792 1.3725 1.0860
O -0.9668 1.5040 -0.6737
H 1.1927 -0.8080 0.2128
H 1.0584 -0.2640 -1.4697
H -0.1925 -1.1841 -0.5845
C 3.1885 -4.4786 -3.4898
O 3.9023 -3.5458 -4.2728
H 2.2601 -4.1633 -3.0135
H 3.0476 -5.3376 -4.1459
H 3.9697 -4.8481 -2.8256
H 4.6877 -4.0260 -4.5452
C 1.0954 -6.6455 -0.4519
O 2.0355 -7.6815 -0.4204
H 0.6252 -6.7062 -1.4334
H 0.2497 -6.8836 0.1933
H 1.6683 -5.7376 -0.2635
H 1.7715 -8.4295 -0.9612
C 1.0269 4.1994 -0.9079
O 0.4404 4.0809 0.3722
H 0.3285 3.8813 -1.6819
H 1.3037 5.2436 -1.0537
H 1.9274 3.6241 -1.1230
H 0.7970 4.7995 0.8995
C 3.8106 0.7728 1.4440
O 2.8492 1.3049 2.3511
H 4.7940 1.0380 1.8322
H 3.8458 -0.3163 1.4669
H 3.7739 1.1684 0.4290
H 1.9961 1.1602 1.9353
C -3.1360 -2.6444 -2.8796
O -2.6769 -1.3468 -2.5967
H -2.3293 -3.3771 -2.8556
H -3.8710 -2.8587 -2.1037
H -3.7194 -2.6415 -3.8002
H -1.7330 -1.3105 -2.7679
C 5.2838 -1.5602 -0.9984
O 4.2796 -1.3964 -2.0062
H 4.9316 -2.2659 -0.2460
H 6.1431 -1.9812 -1.5204
H 5.4312 -0.6048 -0.4948
H 4.4399 -1.9266 -2.7903
C -4.8292 0.9253 -4.4489
O -4.9655 0.1166 -3.2392
H -5.8261 1.1814 -4.8078
H -4.2450 1.8190 -4.2292
H -4.2999 0.3245 -5.1885
H -4.0925 -0.1970 -2.9921
C 2.2575 1.5771 -3.3772
O 3.6285 1.4791 -3.1168
H 2.2280 2.4004 -4.0910
H 1.9023 0.6392 -3.8042
H 1.8512 1.6665 -2.3697
H 3.6418 0.6295 -2.6700
C 1.3177 -3.5102 3.3316
O 0.7785 -4.3845 4.2528
H 1.8636 -2.6554 3.7310
H 2.1298 -4.0994 2.9057
H 0.6651 -3.2211 2.5079
H 1.0921 -4.2156 5.1443
C 1.3560 1.7287 5.3138
O 2.5055 0.9328 5.2067
H 0.5391 1.1416 4.8941
H 1.1934 1.8756 6.3815
H 1.3598 2.6856 4.7917
H 2.8123 1.0190 4.3011
C -3.0862 -1.7777 0.6594
O -3.3752 -0.5747 -0.0387
H -2.0819 -2.1213 0.4119
H -3.2083 -1.5718 1.7228
H -3.5741 -2.7137 0.3875
H -3.0921 -0.7189 -0.9446
C -3.8856 3.6557 -0.9862
O -2.4811 3.7964 -0.9006
H -4.3218 4.3879 -1.6658
H -4.1117 2.6727 -1.3995
H -4.3877 3.9075 -0.0520
H -2.1522 3.6719 -1.7939
C -3.9429 1.2902 2.8732
O -3.3061 1.5846 1.6700
H -4.8510 0.6948 2.7782
H -3.2093 0.6707 3.3891
H -4.2681 2.0830 3.5468
H -3.3516 0.8381 1.0682
*
```

---

No. 2
Density functional theory data (wB97M-V/def2-TZVPD) for a cluster of 12 separate species, C17H58N14O17 in total at a distorted geometry.

```
! wB97M-V def2-TZVPD RIJCOSX def2/J DEFGRID3
* xyz 0 1
C 11.7531 16.5524 7.2749
O 12.9350 16.4017 7.3402
N 10.8306 15.6630 6.7511
N 11.0802 17.7460 7.7075
H 11.0239 14.6914 6.4744
H 9.9145 15.8848 7.0657
H 10.1013 17.6963 7.3284
H 11.5516 18.6683 7.4302
C 10.1743 11.9082 6.3814
O 10.8876 12.8240 6.8194
N 9.8575 11.8749 5.0314
N 9.7986 10.8550 7.1339
H 9.0237 11.3752 4.8146
H 10.0756 12.6929 4.5228
H 10.1199 10.8326 8.0803
H 9.1595 10.1561 6.8010
C 14.6957 13.4702 7.8673
O 15.2172 12.4063 8.1463
N 13.6788 13.7118 7.0141
N 15.2771 14.6380 8.3807
H 13.4565 14.6849 6.9762
H 13.0312 12.9918 6.7292
H 15.9353 14.6406 9.1925
H 14.6805 15.4957 8.4559
C 6.5966 12.5912 7.0778
O 6.1206 12.0345 6.1041
N 7.1415 13.8585 7.0059
N 6.7990 11.9442 8.2433
H 7.6028 14.1655 7.8163
H 7.2309 14.4222 6.1554
H 6.2130 11.1146 8.2763
H 7.0539 12.4348 9.0581
C 14.8529 10.5411 11.3622
O 14.7850 10.1550 12.5341
N 13.8542 10.3768 10.4524
N 15.9331 11.3450 10.9668
H 13.1545 9.7177 10.7777
H 13.9688 10.4230 9.4602
H 15.9927 11.7673 10.0518
H 16.7709 11.2205 11.4651
C 8.1245 13.2759 13.1379
O 8.5860 14.4039 12.9984
N 7.8656 12.7227 14.3735
N 7.9458 12.3440 12.1652
H 7.7998 13.3476 15.1867
H 7.6337 11.7968 14.5481
H 8.2252 12.5631 11.2115
H 7.7945 11.3572 12.4112
C 11.8223 12.1815 14.2545
O 11.3402 11.0599 14.4077
N 13.0994 12.3996 13.7199
N 11.2547 13.2856 14.6662
H 13.5872 13.2365 13.9384
H 13.7595 11.6176 13.8086
H 11.6771 14.2153 14.6644
H 10.3181 13.1682 14.9448
C 12.1672 18.6685 12.6331
C 12.1359 19.0805 11.2244
O 11.0433 18.3916 10.6769
O 12.4095 17.2521 12.5869
H 11.2024 18.8145 13.2159
H 13.0159 19.1648 13.2286
H 13.0839 18.8073 10.7284
H 12.0443 20.1970 11.1325
H 11.1376 18.2686 9.6966
H 11.7736 16.9061 11.9334
C 14.8501 16.1356 15.0738
C 13.6088 16.6192 15.7681
O 12.4825 16.0460 15.0473
O 15.0005 14.7015 15.1464
H 15.7650 16.5722 15.4685
H 14.8850 16.4372 13.9636
H 13.6073 17.7453 15.8086
H 13.6208 16.2840 16.8134
H 12.4096 16.4950 14.1887
H 15.8356 14.4883 14.7093
C 7.5563 15.2298 9.8978
C 8.4027 16.3562 9.3916
O 8.4353 16.4446 7.9479
O 8.0624 13.9430 9.7338
H 6.5739 15.2341 9.4529
H 7.3820 15.4434 10.9326
H 9.4560 16.1434 9.6409
H 8.1097 17.2324 9.8799
H 7.6440 16.9473 7.6556
H 9.0140 13.8328 10.0196
C 9.1482 8.8077 12.7439
C 10.0705 9.0950 11.6108
O 11.3948 9.4470 11.9431
O 8.7821 9.9783 13.4253
H 9.6938 8.1896 13.4448
H 8.1937 8.4068 12.4025
H 9.6938 9.8973 10.9988
H 10.1854 8.1743 10.9372
H 11.5316 10.1353 12.6243
H 9.5510 10.5424 13.7643
C 11.2250 12.5208 11.0546
C 11.7634 13.9488 11.0608
O 10.7192 14.9859 11.0736
O 10.2666 12.2494 9.8637
H 10.6974 12.5363 11.9788
H 12.0920 11.8202 10.9994
H 12.3343 14.1353 10.0890
H 12.4996 14.0276 11.9111
H 10.2095 14.9330 11.9064
H 10.5761 12.6804 9.0861
*
```

Computed properties:
SMILES: NC(N)=O.NC(N)=O.NC(N)=O.NC(N)=O.NC(N)=O.NC(N)=O.NC(N)=O.OCCO.OCCO.OCCO.OCCO.OCCO

---

No. 3
Density functional theory data (wB97M-V/def2-TZVPD) for a cluster of 13 separate species, C17H60O13 in total at a distorted geometry.

```
! wB97M-V def2-TZVPD RIJCOSX def2/J DEFGRID3
* xyz 0 1
C 0.0611 -3.7749 -3.5548
O -0.6591 -2.9236 -4.3884
H 1.0303 -3.3222 -3.3459
H -0.4132 -3.9037 -2.5819
H 0.1860 -4.8239 -3.8233
H -0.0844 -2.6834 -5.1189
C -4.3129 1.8432 0.3766
O -3.6587 1.1821 -0.6095
H -4.1928 1.4017 1.3659
H -3.8833 2.8450 0.3833
H -5.3821 1.8884 0.1695
H -3.3275 1.8044 -1.2612
C -2.0350 -0.9577 3.6878
O -1.2491 -2.0885 4.0443
H -1.9134 -0.8000 2.6161
H -3.0626 -1.1726 3.9810
H -1.8285 -0.0363 4.2323
H -0.3570 -1.7404 4.1121
C -0.7028 2.3659 2.9937
O 0.3515 3.2846 2.7649
H -0.7072 1.5268 2.2980
H -0.6831 2.0796 4.0452
H -1.6342 2.8811 2.7592
H 0.2012 3.6894 1.9075
C 2.7640 2.6205 -3.6146
O 3.8269 2.9636 -4.4513
H 2.4043 1.5915 -3.6161
H 3.1113 2.6397 -2.5817
H 1.8377 3.1519 -3.8330
H 4.5341 2.3303 -4.3086
C 4.4928 -1.4937 0.2417
O 3.5954 -1.8065 -0.7933
H 4.8542 -0.4682 0.1664
H 3.9316 -1.5195 1.1758
H 5.1791 -2.3398 0.2783
H 2.7371 -1.3965 -0.6634
C 0.5344 4.8481 -0.4100
O -0.2126 3.6600 -0.1695
H 1.4420 4.6784 -0.9893
H -0.1835 5.4580 -0.9584
H 0.7659 5.4011 0.5004
H -0.6074 3.3198 -0.9758
C -1.7797 2.6485 -3.6113
O -2.1401 2.9673 -2.3243
H -2.3610 3.3308 -4.2315
H -0.7242 2.9206 -3.6223
H -1.9536 1.5867 -3.7857
H -2.4642 3.8665 -2.4140
C 3.3836 2.0971 0.8345
O 2.6383 1.5886 1.8937
H 3.4461 3.1734 0.9949
H 4.4383 1.8240 0.8679
H 2.9798 1.8097 -0.1362
H 1.9602 2.1887 2.2123
C -0.4588 -0.0617 -1.7847
C 0.1776 -0.8345 -0.5970
O 1.4526 -0.2311 -0.2389
H -1.3543 -0.6331 -2.0291
H 0.2324 -0.0669 -2.6275
H -0.5889 0.9921 -1.5384
H 0.4784 -1.8617 -0.8031
H -0.3734 -0.7783 0.3418
H 1.3064 0.0003 0.6812
C 2.9532 -1.5620 3.6689
C 2.5533 -0.9447 4.9869
O 1.2437 -1.2658 5.2843
H 2.9607 -2.6508 3.7211
H 3.9268 -1.1197 3.4579
H 2.2144 -1.2274 2.9407
H 2.6421 0.1416 4.9976
H 3.1986 -1.3662 5.7576
H 0.9419 -0.8062 6.0713
C 2.0725 -4.5846 1.0050
C 0.6988 -4.1581 1.6469
O 0.6254 -2.7835 1.5772
H 2.1868 -5.6615 0.8811
H 2.9976 -4.1759 1.4115
H 2.0252 -4.0714 0.0445
H 0.6971 -4.3936 2.7111
H -0.1958 -4.4796 1.1134
H -0.0791 -2.5432 2.1834
C -6.1252 -1.5821 -3.1670
C -4.8369 -1.0491 -2.5797
O -5.0580 -1.1319 -1.1458
H -6.8996 -0.8215 -3.0680
H -6.4889 -2.5633 -2.8620
H -6.0463 -1.8152 -4.2289
H -4.6391 -0.0398 -2.9407
H -4.0058 -1.7181 -2.8029
H -4.6100 -0.3570 -0.7986
*
```

---

No. 4
Density functional theory data (wB97M-V/def2-TZVPD) for a cluster of 13 separate species, C17H60O13 in total at a distorted geometry.

```
! wB97M-V def2-TZVPD RIJCOSX def2/J DEFGRID3
* xyz 0 1
C -4.5318 1.0115 -0.9790
O -5.6111 1.9546 -0.9941
H -3.7613 1.3030 -0.2605
H -4.9844 0.0590 -0.7405
H -4.0075 1.0760 -1.9353
H -5.4314 2.7254 -0.4539
C 2.0302 3.0232 -2.1710
C 3.1843 2.0350 -2.0599
O 2.7452 0.7123 -2.3506
H 1.7569 3.2152 -3.2135
H 2.2847 4.0188 -1.8018
H 1.1681 2.6348 -1.6366
H 3.5496 2.1015 -1.0323
H 4.0416 2.3148 -2.6783
H 2.7189 0.6088 -3.3065
C -1.1736 -3.4349 3.6757
C -0.1949 -2.2610 3.8106
O 0.8724 -2.3942 2.8779
H -2.1793 -3.1239 3.9520
H -0.8587 -4.3373 4.2026
H -1.1633 -3.7177 2.6219
H 0.0553 -1.9784 4.8321
H -0.8150 -1.4492 3.4022
H 1.7316 -2.4051 3.3283
C 2.1099 -4.2532 -2.5880
C 1.4657 -2.8865 -2.8400
O 0.8921 -2.3686 -1.6566
H 2.8293 -4.1977 -1.7688
H 2.5914 -4.5876 -3.5060
H 1.3262 -4.9055 -2.1996
H 0.6765 -2.9855 -3.5850
H 2.2356 -2.1791 -3.1748
H 1.5208 -1.9195 -1.0594
C -0.4692 0.5654 -0.6979
C -0.4181 -0.0416 0.7034
O 0.9181 -0.2038 1.1317
H -0.5518 1.6424 -0.5185
H -1.3965 0.2605 -1.1877
H 0.3403 0.3946 -1.4008
H -0.8798 -1.0377 0.6907
H -1.0036 0.5877 1.3840
H 0.9411 -0.7149 1.9573
C -0.7966 1.1477 -4.3910
C -0.1293 0.9101 -5.7230
O -0.9971 0.6274 -6.8333
H -0.2975 0.6518 -3.5543
H -1.7859 0.6870 -4.2933
H -0.9507 2.1946 -4.1202
H 0.5595 0.0621 -5.6601
H 0.5393 1.7197 -6.0302
H -1.0198 1.4293 -7.3604
C -2.3983 4.2353 -1.3450
C -1.9430 3.8372 -2.7487
O -1.1493 4.8901 -3.2855
H -3.3223 4.8095 -1.4227
H -1.6058 4.7214 -0.7831
H -2.6505 3.3259 -0.7865
H -2.7671 3.5546 -3.4108
H -1.2930 2.9723 -2.7029
H -1.7427 5.4934 -3.7427
C 3.7330 -0.3386 5.3680
C 4.1114 -1.5077 4.4740
O 3.3856 -1.3270 3.2615
H 4.0470 -0.5485 6.3913
H 2.6514 -0.1925 5.3345
H 4.1594 0.6111 5.0468
H 3.7998 -2.4378 4.9614
H 5.1931 -1.5295 4.3252
H 3.5638 -2.0383 2.6326
C -3.8442 -0.4882 3.2430
C -3.9511 -1.4889 2.1140
O -5.1572 -1.2818 1.3532
H -3.5854 -0.9293 4.2069
H -4.8470 -0.1269 3.4917
H -3.2233 0.3696 2.9899
H -4.1487 -2.4812 2.5409
H -3.0429 -1.6220 1.5226
H -5.0188 -1.7673 0.5338
O 2.9601 -1.2407 -0.2115
H 3.2831 -0.8383 -1.0319
H 2.3876 -0.5510 0.1962
O 3.1721 1.7013 1.9970
H 2.9695 1.1039 1.2745
H 2.3209 1.8325 2.4441
O 0.7623 -4.3509 0.4915
H 0.9501 -3.8026 -0.2904
H 0.7328 -3.6968 1.2031
O 0.9470 2.2234 3.6613
H 0.0920 2.4597 3.2866
H 0.7921 2.1536 4.6085
*
```

---

Number 1: orbital gap 8.62 eV. Number 2: orbital gap 9.44 eV. Number 3: orbital gap 9.22 eV. Number 4: orbital gap 9.86 eV.